Here is an isolated molecule of C2H3N3O from the Open Molecules 2025 dataset. Energies are from wB97M-V/def2-TZVPD.

The geometry in XYZ format:
```
9
Properties=species:S:1:pos:R:3:nbo_charge:R:1
O -1.406 0.196 -0.578 -0.6268
N 0.704 0.071 0.372 -0.6430
N -0.093 2.107 1.467 -0.6793
N -0.018 -1.550 -1.059 -0.8095
C -0.344 -0.385 -0.470 0.7613
C 0.293 1.093 0.919 0.7773
H 0.822 -2.023 -0.776 0.4061
H -0.757 -2.044 -1.523 0.4071
H 0.798 2.536 1.647 0.4069
```

**SMILES**: N=C=NC(N)=O
**Max |F|**: 1.8 eV/A
**Charge**: 0
**Frontier orbital gap**: 10.977 eV
**HOMO**: -0.376 Eh
**ΔE to the lowest compared entry with this formula, charge and spin**: 73.9 kJ/mol


Here is an isolated molecule of C2H3N3O from the Open Molecules 2025 dataset. Energies are from wB97M-V/def2-TZVPD.

The geometry in XYZ format:
```
9
Properties=species:S:1:pos:R:3:nbo_charge:R:1
O 2.058 0.060 -0.034 -0.6530
N -1.254 -0.717 -0.050 -0.1745
N -1.455 0.606 -0.025 -0.2236
N 0.012 -1.081 0.022 -0.3178
C 0.709 0.039 -0.009 0.3862
C -0.237 1.122 -0.004 -0.1502
H -0.157 2.230 0.060 0.2298
H 2.341 -0.875 -0.005 0.4948
H -2.017 -1.384 0.046 0.4084
```

**SMILES**: Oc1cn[nH]n1
**Max |F|**: 1.5 eV/A
**Charge**: 0
**Frontier orbital gap**: 10.313 eV
**HOMO**: -0.344 Eh
**ΔE to the lowest compared entry with this formula, charge and spin**: 112.5 kJ/mol


Here is an isolated molecule of C2H3N3O from the Open Molecules 2025 dataset. Energies are from wB97M-V/def2-TZVPD.

The geometry in XYZ format:
```
9
Properties=species:S:1:pos:R:3:nbo_charge:R:1
O -0.171 1.812 -0.241 -0.5791
N -1.811 -1.011 0.634 -0.0643
N 1.469 0.372 0.251 -0.8265
N -2.219 -0.481 -0.361 -0.0165
C 0.230 0.689 -0.140 0.6720
C -0.817 -0.705 -0.271 -0.1661
H 1.974 1.194 0.371 0.3924
H -0.438 -1.449 -1.025 0.1796
H 1.783 -0.422 0.782 0.4084
```

**SMILES**: NC(=O)C1N=N1
**Max |F|**: 6.6 eV/A
**Charge**: 0
**Frontier orbital gap**: 10.607 eV
**HOMO**: -0.369 Eh
**ΔE to the lowest compared entry with this formula, charge and spin**: 274.7 kJ/mol


Here is an isolated molecule of C2H3N3O from the Open Molecules 2025 dataset. Energies are from wB97M-V/def2-TZVPD.

The geometry in XYZ format:
```
9
Properties=species:S:1:pos:R:3:nbo_charge:R:1
O 1.797 -0.517 -0.079 -0.5548
N -0.155 1.595 -0.076 -0.6166
N -2.869 -0.564 0.028 -0.2503
N 0.392 -0.803 -0.036 -0.3284
C -0.441 0.349 -0.041 0.2825
C -1.811 -0.053 -0.028 0.2219
H 0.869 1.949 -0.035 0.3786
H 2.092 -0.412 0.898 0.4806
H 0.127 -1.543 -0.630 0.3865
```

**SMILES**: [H]/N=C(/C#N)NO
**Max |F|**: 4.3 eV/A
**Charge**: 0
**Frontier orbital gap**: 10.609 eV
**HOMO**: -0.377 Eh
**ΔE to the lowest compared entry with this formula, charge and spin**: 294.2 kJ/mol


Which of these has the highest HOMO? number 2